Record 1
Density functional theory data (ωB97M-V/def2-TZVPD) for a cluster of 2 separate species, C12H20BFNO3 in total.

Calculated values
- net charge = -1
- electronic energy (Eh) = -874.5001
- orbital gap (eV) = 6.19

Geometry as XYZ:
```
38
Properties=species:S:1:pos:R:3:forces:R:3:lowdin_charge:R:1
C 0.296 -0.407 -0.402 -0.013 0.100 -0.003 -0.18
N 0.472 1.000 -0.702 -0.011 0.013 -0.057 -0.13
C -0.573 1.528 -1.618 0.002 -0.026 0.048 -0.12
B -1.610 2.549 -0.891 -0.101 -0.015 -0.130 -0.81
C -0.974 4.031 -0.621 -0.069 -0.048 -0.031 -0.10
O 0.198 4.047 0.235 0.131 0.078 0.001 -0.22
C -0.067 4.220 1.597 -0.101 -0.043 0.037 -0.15
O -2.118 1.952 0.409 -0.060 0.094 0.015 -0.06
C -3.514 1.860 0.320 0.133 -0.023 0.020 -0.23
C -3.897 2.832 -0.793 0.129 -0.046 -0.150 -0.24
O -2.856 2.713 -1.725 0.007 0.075 0.197 -0.05
H 1.097 -0.752 0.260 -0.031 -0.010 0.044 0.05
H -0.671 -0.642 0.072 0.011 -0.018 -0.018 0.08
H 0.360 -0.987 -1.326 0.028 -0.019 0.004 0.07
H 0.387 1.519 0.164 0.087 -0.002 -0.019 0.07
H -0.087 1.993 -2.488 -0.005 -0.010 0.000 0.09
H -1.159 0.687 -2.014 -0.010 -0.016 0.026 0.09
H -0.662 4.469 -1.578 0.104 0.014 0.068 0.10
H -1.716 4.724 -0.192 -0.027 0.017 -0.032 0.09
H 0.356 3.395 2.184 -0.002 0.010 -0.045 0.08
H -1.141 4.246 1.804 0.024 -0.038 -0.003 0.08
H 0.380 5.159 1.961 -0.008 -0.020 -0.028 0.07
H -3.818 0.833 0.052 -0.078 0.030 0.014 0.11
H -3.983 2.122 1.280 -0.016 -0.047 -0.012 0.11
H -4.858 2.601 -1.268 -0.021 -0.014 0.052 0.11
H -3.947 3.854 -0.381 -0.081 0.001 0.003 0.11
F 0.622 -3.465 0.411 -0.066 -0.093 0.018 0.07
C 1.732 -4.217 0.443 0.034 0.062 -0.018 -0.28
C 1.610 -5.593 0.416 0.006 -0.003 0.014 -0.02
C 2.767 -6.359 0.449 0.005 -0.011 -0.002 -0.10
C 4.013 -5.750 0.507 -0.015 0.006 -0.001 -0.11
C 4.103 -4.364 0.531 0.011 0.005 0.003 -0.09
C 2.958 -3.582 0.498 0.016 -0.012 -0.010 -0.01
H 0.627 -6.041 0.370 -0.002 0.004 -0.004 0.11
H 2.692 -7.438 0.427 0.000 0.003 0.003 0.10
H 4.912 -6.353 0.532 0.000 0.001 0.000 0.09
H 5.072 -3.883 0.574 -0.003 -0.002 -0.003 0.10
H 2.996 -2.501 0.506 -0.011 0.003 -0.001 0.12
```
Positions in Å, forces in eV/Å.

Record 2
Density functional theory data (ωB97M-V/def2-TZVPD) for a structure of composition C12H20BeBr2NO.

Calculated values
- net charge = +2
- 2S+1 = 2
- electronic energy (Eh) = -5761.1701
- orbital gap (alpha / beta) (eV) = 6.32 / 5.72

Geometry as XYZ:
```
37
Properties=species:S:1:pos:R:3:forces:R:3:mulliken_spin:R:1
C 2.844 -1.086 1.280 0.159 -0.015 0.085 0.02
C 3.432 -0.012 0.429 -0.173 -0.040 -0.010 0.23
Br 5.232 0.200 0.558 0.133 0.032 -0.012 0.19
C 2.667 0.804 -0.438 -0.093 -0.018 -0.056 0.25
Br 3.489 2.125 -1.394 0.055 0.084 -0.019 0.18
C 1.170 0.719 -0.648 -0.026 0.023 0.064 0.03
C 0.665 -0.656 -1.174 0.043 0.096 -0.127 0.06
C -0.685 -1.079 -0.576 -0.015 -0.096 -0.197 -0.02
C -1.428 -2.010 -1.531 -0.198 -0.384 0.090 -0.03
C -0.575 -1.821 0.766 0.153 0.124 0.049 0.03
N -1.533 0.139 -0.501 -0.142 -0.437 0.874 0.45
O -2.792 -0.060 -0.600 -0.009 0.229 -0.571 0.48
C -1.124 1.270 0.380 0.020 0.496 -0.108 -0.01
C -1.864 1.201 1.732 -0.017 -0.089 0.079 0.03
C -1.512 2.556 -0.356 0.121 -0.054 -0.153 0.03
C 0.408 1.253 0.587 0.086 -0.182 0.026 0.03
H 2.041 -0.694 1.903 -0.067 -0.047 -0.093 0.01
H 3.599 -1.511 1.935 -0.002 0.022 -0.019 0.00
H 2.455 -1.896 0.659 -0.057 0.068 0.032 0.01
H 0.960 1.438 -1.438 -0.008 -0.033 0.016 -0.01
H 1.396 -1.458 -1.064 -0.085 0.034 0.101 -0.01
H 0.533 -0.530 -2.252 0.041 -0.072 0.023 0.01
H -1.809 -1.308 -2.316 0.545 -0.021 -0.402 -0.15
H -0.821 -2.805 -1.964 0.059 0.189 -0.122 -0.02
H -2.292 -2.443 -1.023 -0.001 -0.061 -0.075 0.02
H -1.524 -2.285 1.037 0.000 0.139 0.051 0.00
H -0.269 -1.162 1.575 -0.058 -0.028 0.012 0.00
H 0.173 -2.612 0.683 -0.088 -0.025 -0.043 0.00
H -2.376 0.250 1.869 0.046 0.014 -0.012 0.00
H -1.169 1.336 2.563 -0.020 0.039 -0.033 0.00
H -2.614 1.987 1.801 -0.015 -0.072 -0.035 0.00
H -0.866 2.731 -1.222 -0.071 -0.008 -0.014 0.00
H -2.543 2.490 -0.702 0.008 0.084 0.095 -0.01
H -1.406 3.406 0.319 -0.066 -0.034 -0.031 0.00
H 0.670 0.705 1.490 -0.046 -0.045 -0.043 0.00
H 0.717 2.288 0.757 -0.012 -0.061 0.053 0.00
Be -3.249 -1.469 -3.123 -0.199 0.149 0.524 -0.82
```
Positions in Å, forces in eV/Å.

Record 3
Density functional theory data (ωB97M-V/def2-TZVPD) for a structure of composition C12H20BrCl2ErFN2O5P2S.

Calculated values
- net charge = +3
- 2S+1 = 4
- energy above the lowest of the compared OMol25 structures with the same formula, charge and spin (eV) = 1.420
- electronic energy (Eh) = -6643.8012
- orbital gap (alpha / beta) (eV) = 5.68 / 5.77

Geometry as XYZ:
```
47
Properties=species:S:1:pos:R:3:forces:R:3:mulliken_spin:R:1
C 0.650 -2.182 2.990 -0.479 -0.159 0.030 0.32
C 0.472 -1.945 1.630 0.408 0.730 0.842 0.40
C -0.259 -0.746 1.026 1.297 -1.088 -1.000 0.02
C -1.193 -1.382 -0.083 -1.572 0.159 0.785 0.13
Cl -1.375 -3.218 0.082 0.356 0.012 -0.491 0.01
C -2.678 -0.953 -0.176 -0.286 -0.136 -1.324 0.01
C -3.209 -1.398 -1.566 -0.718 -0.167 0.271 0.02
C -1.036 -0.049 2.134 -1.303 0.710 1.274 -0.04
F -0.221 0.334 3.132 0.848 -0.140 0.045 0.01
Br -2.312 -1.231 3.049 0.096 0.005 -0.181 0.03
O -1.750 1.069 1.743 0.692 -0.780 -1.371 0.01
S -0.892 2.258 0.967 0.022 2.602 0.716 0.00
O -0.237 3.029 1.938 1.385 -0.806 1.192 0.00
O -1.835 3.002 0.238 -1.478 -0.670 -1.506 0.00
C 0.300 1.496 -0.247 -1.337 -0.888 -0.735 0.00
C -0.596 1.410 -1.535 0.611 0.330 -0.457 0.00
C -0.088 0.719 -2.765 -0.024 0.296 0.339 0.00
N -0.823 -0.157 -3.304 -0.374 -2.591 -0.725 0.00
P 1.490 2.944 -0.598 0.806 1.932 0.653 0.00
O 2.225 3.502 0.535 0.363 -0.390 0.585 0.00
C 0.866 0.181 0.365 1.483 0.694 0.566 -0.01
C 1.935 0.628 1.435 0.451 0.391 0.947 0.04
N 3.230 0.898 0.841 0.336 -0.144 0.232 0.00
P 1.833 -0.956 -0.850 -0.419 -0.567 -1.063 0.00
O 2.897 -1.722 0.140 -0.317 0.469 -0.487 0.00
Cl 3.042 0.090 -2.140 -0.210 -0.135 0.396 0.00
H 0.070 -2.989 3.444 0.872 -0.753 -0.091 0.03
H 1.323 -1.620 3.633 -0.624 0.617 0.260 0.03
H 1.014 -2.653 1.005 -0.756 -0.445 -0.297 0.03
H -0.766 -1.281 -1.067 0.515 0.357 0.100 0.00
H -2.901 0.105 -0.081 0.435 0.102 0.183 0.00
H -3.332 -1.467 0.509 0.331 0.000 0.647 0.00
H -3.578 -0.576 -2.172 0.183 0.057 -0.178 0.00
H -2.425 -1.926 -2.129 -1.023 1.746 1.669 -0.01
H -4.026 -2.108 -1.441 -0.099 -0.065 -0.049 0.00
H -1.619 1.095 -1.365 0.020 -0.287 0.188 0.00
H -0.730 2.446 -1.869 -0.073 0.104 0.020 0.00
H 0.820 0.977 -3.295 0.213 0.553 0.389 0.00
H -0.354 -0.507 -4.145 0.053 0.656 -0.287 0.00
H 2.348 2.661 -1.677 -0.628 -0.600 -0.214 0.00
H 0.594 3.934 -1.071 -0.293 -0.671 -0.300 0.00
H 1.611 1.534 1.944 -0.285 0.034 -0.099 0.00
H 2.062 -0.087 2.249 -0.317 -0.321 -0.201 -0.02
H 3.889 0.192 1.148 -0.014 -0.111 -0.339 0.00
H 3.624 1.766 1.196 -0.424 0.276 -0.276 0.00
H 3.565 -2.106 -0.461 0.114 -0.170 0.519 0.00
Er -1.624 -3.007 -3.334 1.160 -0.746 -1.179 2.00
```
Positions in Å, forces in eV/Å.

Record 4
Density functional theory data (ωB97M-V/def2-TZVPD) for a structure of composition C12H20Cl2InN2.

Calculated values
- net charge = -1
- energy above the lowest of the compared OMol25 structures with the same formula, charge and spin (eV) = 0.000
- electronic energy (Eh) = -1689.3910
- orbital gap (eV) = 7.60

Geometry as XYZ:
```
37
Properties=species:S:1:pos:R:3:forces:R:3:lowdin_charge:R:1
In 1.773 -0.114 -0.414 0.550 -1.416 2.466 0.22
Cl 0.697 -1.956 -1.481 -0.352 -0.294 -0.532 0.07
Cl 3.377 1.248 -1.499 0.102 0.734 -0.601 -0.01
C 3.219 -1.239 0.782 0.505 0.113 -0.456 -0.31
H 4.075 -1.430 0.119 -0.050 -0.143 0.289 -0.04
H 2.771 -2.180 1.114 0.039 0.126 -0.029 -0.03
C -1.151 1.444 -1.352 -2.128 0.363 1.409 -0.13
C -0.010 1.412 -1.968 2.188 0.730 -1.695 -0.23
H -1.263 1.936 -0.380 0.278 -0.106 -0.265 0.12
C 0.184 0.860 -3.369 0.056 -0.320 -0.096 -0.22
H 0.847 1.994 -1.592 -0.398 -0.313 0.022 0.05
C -1.070 0.171 -3.947 -0.066 0.260 -0.121 -0.20
H 0.465 1.682 -4.048 0.032 -0.107 0.337 0.11
H 1.031 0.158 -3.395 -0.186 0.257 0.171 0.07
C -2.069 -0.289 -2.888 0.102 -0.084 0.198 -0.22
H -1.573 0.895 -4.603 -0.036 -0.142 0.005 0.10
H -0.770 -0.678 -4.571 -0.036 0.118 0.060 0.11
C -2.404 0.868 -1.934 -0.273 -0.535 -0.430 -0.19
H -2.979 -0.661 -3.371 0.073 0.029 0.049 0.10
H -1.620 -1.116 -2.322 -0.195 0.225 -0.070 0.05
H -2.945 1.638 -2.510 0.131 0.001 0.216 0.12
H -3.092 0.530 -1.149 0.169 0.074 -0.092 0.09
C 1.444 -0.097 5.112 0.345 0.108 0.451 -0.08
C 0.828 -0.091 3.772 -0.806 0.134 -1.944 -0.40
C -0.514 -0.404 3.441 0.530 -0.006 -0.825 -0.04
C -0.579 -0.343 2.037 1.415 0.473 1.322 -0.37
N 0.654 0.038 1.587 -0.648 0.156 0.241 -0.11
N 1.510 0.189 2.646 -0.693 -0.043 0.494 0.00
C -1.731 -0.648 1.169 -0.527 -0.147 -0.367 -0.06
H 0.980 0.660 5.757 0.144 -0.107 0.002 0.07
H 1.305 -1.075 5.592 0.095 0.187 -0.018 0.07
H 2.518 0.111 5.035 -0.200 -0.037 0.051 0.07
H -1.308 -0.671 4.114 -0.177 -0.136 0.105 0.08
H 3.521 -0.639 1.650 -0.048 -0.229 -0.341 -0.04
H -2.441 -1.268 1.737 0.129 0.155 -0.263 0.08
H -2.257 0.268 0.861 0.069 -0.280 0.042 0.06
H -1.421 -1.202 0.269 -0.135 0.203 0.216 0.04
```
Positions in Å, forces in eV/Å.

Copy entry 4 word for word.
Density functional theory data (ωB97M-V/def2-TZVPD) for a structure of composition C12H20Cl2InN2.

Calculated values
- net charge = -1
- energy above the lowest of the compared OMol25 structures with the same formula, charge and spin (eV) = 0.000
- electronic energy (Eh) = -1689.3910
- orbital gap (eV) = 7.60

Geometry as XYZ:
```
37
Properties=species:S:1:pos:R:3:forces:R:3:lowdin_charge:R:1
In 1.773 -0.114 -0.414 0.550 -1.416 2.466 0.22
Cl 0.697 -1.956 -1.481 -0.352 -0.294 -0.532 0.07
Cl 3.377 1.248 -1.499 0.102 0.734 -0.601 -0.01
C 3.219 -1.239 0.782 0.505 0.113 -0.456 -0.31
H 4.075 -1.430 0.119 -0.050 -0.143 0.289 -0.04
H 2.771 -2.180 1.114 0.039 0.126 -0.029 -0.03
C -1.151 1.444 -1.352 -2.128 0.363 1.409 -0.13
C -0.010 1.412 -1.968 2.188 0.730 -1.695 -0.23
H -1.263 1.936 -0.380 0.278 -0.106 -0.265 0.12
C 0.184 0.860 -3.369 0.056 -0.320 -0.096 -0.22
H 0.847 1.994 -1.592 -0.398 -0.313 0.022 0.05
C -1.070 0.171 -3.947 -0.066 0.260 -0.121 -0.20
H 0.465 1.682 -4.048 0.032 -0.107 0.337 0.11
H 1.031 0.158 -3.395 -0.186 0.257 0.171 0.07
C -2.069 -0.289 -2.888 0.102 -0.084 0.198 -0.22
H -1.573 0.895 -4.603 -0.036 -0.142 0.005 0.10
H -0.770 -0.678 -4.571 -0.036 0.118 0.060 0.11
C -2.404 0.868 -1.934 -0.273 -0.535 -0.430 -0.19
H -2.979 -0.661 -3.371 0.073 0.029 0.049 0.10
H -1.620 -1.116 -2.322 -0.195 0.225 -0.070 0.05
H -2.945 1.638 -2.510 0.131 0.001 0.216 0.12
H -3.092 0.530 -1.149 0.169 0.074 -0.092 0.09
C 1.444 -0.097 5.112 0.345 0.108 0.451 -0.08
C 0.828 -0.091 3.772 -0.806 0.134 -1.944 -0.40
C -0.514 -0.404 3.441 0.530 -0.006 -0.825 -0.04
C -0.579 -0.343 2.037 1.415 0.473 1.322 -0.37
N 0.654 0.038 1.587 -0.648 0.156 0.241 -0.11
N 1.510 0.189 2.646 -0.693 -0.043 0.494 0.00
C -1.731 -0.648 1.169 -0.527 -0.147 -0.367 -0.06
H 0.980 0.660 5.757 0.144 -0.107 0.002 0.07
H 1.305 -1.075 5.592 0.095 0.187 -0.018 0.07
H 2.518 0.111 5.035 -0.200 -0.037 0.051 0.07
H -1.308 -0.671 4.114 -0.177 -0.136 0.105 0.08
H 3.521 -0.639 1.650 -0.048 -0.229 -0.341 -0.04
H -2.441 -1.268 1.737 0.129 0.155 -0.263 0.08
H -2.257 0.268 0.861 0.069 -0.280 0.042 0.06
H -1.421 -1.202 0.269 -0.135 0.203 0.216 0.04
```
Positions in Å, forces in eV/Å.